1.
The following is a quantum chemistry calculation of a 2-piece molecular cluster, C6H15O2 overall, from the Open Molecules 2025 dataset.

Output
Max |F| (Eh/bohr): 0.089
Highest occupied orbital energy (eV): -2.26
HOMO-LUMO gap (eV): 5.7
Energy (Eh): -388.03660
Charge: -1
LUMO (Ha): 0.1263

Element x y z (Å)
C  -1.80132  -1.24804  1.75691
O  -0.59562  -1.57090  2.26046
C  -1.78647  0.10285  0.95626
C  -0.68227  0.29403  -0.08212
C  0.77193  0.02039  0.36330
C  1.63248  -0.39605  -0.86167
C  1.37762  1.23179  0.96652
H  -2.48948  -1.21159  2.61093
H  -2.17324  -2.01036  1.11890
H  -2.67434  0.25191  0.42374
H  -1.75474  0.84962  1.72200
H  -0.87008  1.32987  -0.34738
H  -0.90336  -0.45801  -0.83616
H  0.70553  -0.82220  1.12507
H  1.21724  0.13172  -1.70862
H  1.65892  -1.52510  -0.97612
H  2.67386  -0.09250  -0.70201
H  0.71370  1.41456  1.85924
H  1.15866  2.20776  0.44018
H  2.33282  1.14264  1.36467
H  1.59151  1.13512  -3.88716
H  0.12003  1.12404  -3.66920
O  0.79826  1.13374  -4.40212

---

2.
The following is a quantum chemistry calculation of C35H37IOsP2 as an isolated structure, from the Open Molecules 2025 dataset.

Output
Max |F| (Eh/bohr): 0.081
Highest occupied orbital energy (spin up / spin down) (eV): -13.33 / -13.69
HOMO-LUMO gap (spin up / spin down) (eV): 7.6 / 5.4
Energy (Eh): -2426.20559
Charge: +2
Multiplicity: 5
LUMO (spin up / spin down) (Ha): -0.2104 / -0.3059

Element x y z (Å)
Os  -0.05442  -0.12048  -2.41443
C  -1.71967  -0.36657  -0.70093
C  -2.16361  -0.47586  -2.03152
C  -2.88222  0.61983  -2.77723
C  -2.07526  1.87401  -3.12746
C  -0.59693  1.80076  -2.84860
C  -0.10652  1.85118  -1.49332
C  -0.97774  2.05294  -0.27208
C  -1.86399  0.85089  0.15582
C  1.85661  0.14706  -3.01020
H  -1.59510  -1.29891  -0.16495
H  -2.44063  -1.49083  -2.30088
H  -3.75362  0.92147  -2.17517
H  -3.26603  0.17671  -3.71324
H  -2.21199  2.09219  -4.19651
H  -2.46529  2.72445  -2.54861
H  0.06991  2.17945  -3.63812
H  0.92236  2.19114  -1.31926
H  -1.61283  2.94882  -0.36803
H  -0.27777  2.22537  0.56370
H  -1.55398  0.57902  1.17778
H  -2.92902  1.15042  0.21681
H  2.57134  -0.59570  -2.63269
H  2.22038  1.14807  -2.72216
H  1.86645  0.09197  -4.11311
P  -0.11894  -1.81436  -8.50144
P  1.59646  0.50809  -8.81952
C  -0.95375  -0.31991  -9.06885
C  -0.12392  0.73409  -9.32258
C  -0.71562  -3.07572  -9.71485
C  -1.82163  -2.87616  -10.55280
C  -2.15578  -3.84074  -11.50766
C  -1.38647  -5.00392  -11.63493
C  -0.29939  -5.22423  -10.77513
C  0.03898  -4.26594  -9.81748
C  -1.08364  -2.18490  -7.00733
C  -0.67431  -1.48624  -5.84776
C  -1.20072  -1.85327  -4.62342
C  -2.30988  -2.71301  -4.56189
C  -2.73714  -3.37651  -5.72475
C  -2.08547  -3.15682  -6.93511
C  2.40457  1.01740  -10.42502
C  2.25785  0.16160  -11.54192
C  2.82912  0.49962  -12.77799
C  3.56543  1.68590  -12.91122
C  3.72331  2.53468  -11.80811
C  3.14622  2.19903  -10.57076
C  1.86226  1.96249  -7.74910
C  3.09899  2.03567  -7.07619
C  3.38724  3.13102  -6.26744
C  2.44330  4.15654  -6.11311
C  1.21211  4.07616  -6.76977
C  0.91268  2.97432  -7.57484
H  -2.04332  -0.33092  -9.17539
H  -0.38817  1.65161  -9.86181
H  -2.41704  -1.96847  -10.46972
H  -3.01625  -3.67594  -12.15771
H  -1.62961  -5.74082  -12.40121
H  0.29404  -6.13934  -10.85519
H  0.89365  -4.42436  -9.15072
H  0.08574  -0.70238  -5.91441
H  -0.67760  -1.53577  -3.67463
H  -2.81048  -2.87969  -3.61546
H  -3.55745  -4.08470  -5.66383
H  -2.34535  -3.73924  -7.82248
H  1.69097  -0.76766  -11.45236
H  2.70488  -0.16414  -13.64457
H  4.02150  1.94645  -13.87694
H  4.29603  3.45954  -11.90705
H  3.27640  2.87614  -9.72840
H  3.83086  1.23645  -7.20561
H  4.35131  3.19008  -5.75960
H  2.66967  5.01417  -5.47755
H  0.47746  4.87484  -6.65953
H  -0.04985  2.91657  -8.07988
I  1.10309  -1.02399  -0.23691

---

3.
The following is a quantum chemistry calculation of an isolated molecule of C15H19N3S, from the Open Molecules 2025 dataset.

Output
Max |F| (Eh/bohr): 0.328
Highest occupied orbital energy (eV): -7.67
SMILES string: CNC(=S)NCc1ccc2[nH]c3c(c2c1)CCCC3
HOMO-LUMO gap (eV): 8.4
Energy (Eh): -1145.06829
Charge: 0
LUMO (Ha): 0.0269

Element x y z (Å)
C  -5.60177  -1.39983  0.15788
N  -4.87125  -0.31653  -0.63004
C  -3.79515  0.49634  -0.22909
S  -3.49869  1.59339  -1.10674
N  -3.29702  -0.00816  0.91569
C  -2.14886  0.49152  1.42701
C  -0.95936  -0.24147  0.98055
C  -1.04334  -1.32269  0.21095
C  0.11224  -1.86465  -0.17406
C  1.41502  -1.42646  -0.19460
N  2.60927  -1.77175  -0.73936
C  3.42294  -0.74990  -0.26943
C  2.86966  0.17224  0.22215
C  1.41830  -0.03382  0.22626
C  0.31086  0.58783  0.69554
C  3.46637  1.56506  0.61247
C  4.96081  1.80964  -0.24290
C  5.61137  0.44803  0.10507
C  4.93460  -0.63504  -0.68518
H  -5.95802  -0.89578  1.10475
H  -6.48325  -1.72980  -0.67524
H  -4.96565  -2.22446  0.44582
H  -5.52659  0.02215  -1.42159
H  -3.59587  -1.03415  1.19926
H  -2.11334  1.60190  0.93840
H  -2.03881  0.58037  2.49144
H  -1.86344  -2.12178  0.19258
H  0.12029  -2.98089  -0.54638
H  2.88901  -2.67707  -0.96079
H  0.39593  1.68748  1.14741
H  3.68718  1.82772  1.58412
H  2.79445  2.42959  0.36128
H  4.77734  1.90893  -1.25297
H  5.44464  2.35233  0.22065
H  5.66617  0.15751  0.96004
H  6.53567  0.61576  -0.24562
H  5.00219  -0.58234  -1.65002
H  5.38329  -1.53815  -0.70328

---

4.
The following is a quantum chemistry calculation of C16H17N4O11P2V as an isolated structure, from the Open Molecules 2025 dataset.

Output
Max |F| (Eh/bohr): 0.012
Highest occupied orbital energy (spin up / spin down) (eV): -2.46 / -2.97
HOMO-LUMO gap (spin up / spin down) (eV): 5.1 / 5.6
Energy (Eh): -3293.79460
Charge: -1
Multiplicity: 2
LUMO (spin up / spin down) (Ha): 0.0963 / 0.0962

Element x y z (Å)
V  0.39179  -0.79524  0.06859
O  -3.84774  -1.02899  4.43244
C  -2.90260  -0.90561  3.44785
C  -2.32631  0.29557  3.11051
C  -1.37829  0.32921  2.08372
N  -1.04046  -0.79601  1.42744
C  -1.58251  -1.97488  1.79035
C  -2.52359  -2.07788  2.78312
C  -0.97883  -3.12265  1.00069
O  -1.48488  -4.23501  0.99394
O  0.08760  -2.75449  0.37445
C  -0.65988  1.51176  1.56282
O  -0.66531  2.63261  2.06537
O  0.00762  1.20055  0.48701
H  -3.99707  -0.15981  4.81849
H  -2.58103  1.21989  3.61668
H  -2.94374  -3.03761  3.04554
N  2.65816  1.92046  1.40104
C  3.45632  1.06546  0.44426
C  4.87632  1.59228  0.36238
P  2.62101  1.15322  -1.25030
O  1.73819  2.49777  -1.06080
O  3.66090  1.33254  -2.27285
O  1.62765  0.00821  -1.32338
P  3.29660  -0.65016  1.11767
O  4.25444  -0.56322  2.43569
O  3.81287  -1.66307  0.18202
O  1.86972  -0.63309  1.63116
H  2.27270  2.73453  0.90959
H  3.22019  2.20714  2.19948
H  1.86822  1.34226  1.72467
H  4.90317  2.59652  -0.06513
H  5.44487  0.94665  -0.30317
H  5.35018  1.58976  1.34808
H  0.89622  2.22647  -0.61752
H  4.90237  -1.27393  2.37850
N  -1.61538  -2.15777  -3.47628
C  -0.83550  -2.22036  -2.35873
N  -0.90266  -1.13556  -1.64116
C  -1.77162  -0.29019  -2.31414
C  -2.20031  0.99446  -1.99086
C  -3.09153  1.60162  -2.85350
C  -3.54979  0.95573  -4.01251
C  -3.13066  -0.31783  -4.34578
C  -2.23346  -0.92559  -3.47447
H  -1.72063  -2.88945  -4.15382
H  -0.24778  -3.08426  -2.09181
H  -1.82991  1.47989  -1.09898
H  -3.44452  2.60105  -2.63536
H  -4.24685  1.46939  -4.66188
H  -3.48427  -0.81236  -5.24111

---

5.
The following is a quantum chemistry calculation of an isolated molecule of C3H2Br2P2, from the Open Molecules 2025 dataset.

Output
Max |F| (Eh/bohr): 0.056
Highest occupied orbital energy (spin up / spin down) (eV): -8.17 / -8.43
HOMO-LUMO gap (spin up / spin down) (eV): 6.6 / 6.1
Energy (Eh): -5946.08739
Charge: 0
LUMO (spin up / spin down) (Ha): -0.0573 / -0.0848

Element x y z (Å)
C  0.80001  1.12520  0.34658
C  -0.56133  0.84149  0.36087
C  -0.33429  -1.68496  -0.59349
P  -1.53083  -0.63632  0.03338
P  2.26158  0.44860  -0.22857
Br  -1.65754  2.35196  0.88136
Br  -0.54901  -3.46472  -1.10445
H  0.87051  2.22609  0.66831
H  0.70091  -1.20732  -0.36400

---

6.
The following is a quantum chemistry calculation of a 2-piece molecular cluster, C4H11NO overall, from the Open Molecules 2025 dataset.

Output
Max |F| (Eh/bohr): 0.036
Highest occupied orbital energy (eV): -8.45
SMILES string: C/C=C/NC.O
HOMO-LUMO gap (eV): 9.5
Energy (Eh): -288.94535
Charge: 0
LUMO (Ha): 0.0381

Element x y z (Å)
C  -2.09698  -0.72858  1.17562
C  -0.63813  -0.55956  0.87756
C  -0.23987  -0.01411  -0.26255
N  1.18119  0.13807  -0.46437
C  1.94856  -1.09765  -0.54557
H  -2.57649  0.23232  1.38286
H  -2.72401  -1.16199  0.41462
H  -2.33962  -1.34557  2.04809
H  0.07296  -0.90693  1.61211
H  -0.88216  0.22974  -1.09910
H  1.47359  0.76120  -1.19824
H  1.93932  -1.57475  0.42979
H  1.79271  -1.80024  -1.37274
H  2.97693  -0.79852  -0.75878
O  -0.11300  3.05725  -1.08850
H  -0.07496  3.37735  -0.16868
H  0.29998  2.19196  -0.98210

---

charge of number 5 (C3H2Br2P2)?
0